ORCA calculation (ωB97M-V/def2-TZVPD) on a structure of composition C15H34NO3P2Ru.

```
56
Properties=species:S:1:pos:R:3:mulliken_spin:R:1
C 0.95 -1.19 -3.95 -0.002
C 0.95 -0.93 -2.59 0.020
N -0.17 -0.88 -1.85 -0.038
C -1.32 -1.13 -2.44 0.076
C -1.39 -1.50 -3.77 0.003
C -0.25 -1.53 -4.55 0.018
C 2.22 -0.76 -1.85 0.020
P 1.95 -0.26 -0.08 0.127
Ru -0.14 -0.63 0.36 2.894
P -2.36 -0.08 -0.12 -0.078
C -2.58 -1.02 -1.64 -0.030
O 2.93 3.49 -3.77 0.000
O -1.31 2.97 -2.50 0.001
H 1.92 -1.23 -4.45 0.002
H -2.38 -1.69 -4.15 0.001
H -0.28 -1.84 -5.59 0.001
C 2.97 -1.67 0.46 0.039
C 2.95 1.24 0.20 0.070
H -3.34 -0.51 -2.23 0.000
H -2.97 -2.01 -1.38 -0.003
H 2.92 -0.13 -2.32 0.007
H 2.75 -1.74 -1.86 0.000
C -3.38 -0.85 1.14 0.033
C -3.12 1.51 -0.48 0.047
H -0.68 2.83 -3.21 -0.001
H -0.77 3.40 -1.81 0.002
H 2.06 3.41 -3.33 0.000
H 3.00 2.70 -4.36 0.000
H -0.22 -2.13 0.91 0.278
H -1.20 0.41 1.15 0.143
H 3.93 -1.66 -0.08 0.008
H 3.10 -1.57 1.54 -0.013
H 2.38 -2.57 0.19 0.017
H 4.03 1.01 0.19 0.008
H 2.73 2.04 -0.52 -0.004
H 2.66 1.58 1.20 -0.010
H -4.16 1.32 -0.76 0.000
H -3.13 2.12 0.43 0.012
H -2.59 2.02 -1.30 -0.026
H -4.40 -0.93 0.76 0.008
H -2.96 -1.83 1.39 0.011
H -3.35 -0.20 2.02 0.002
C 1.58 -0.17 4.06 0.027
C 0.17 0.08 3.50 0.073
C -0.75 -1.11 3.79 -0.034
C -0.43 1.31 4.20 0.021
O 0.39 0.36 2.13 0.243
H 1.58 -0.30 5.16 0.001
H 2.22 0.69 3.81 0.000
H 2.00 -1.07 3.60 0.007
H -0.76 -1.30 4.87 0.004
H -1.79 -0.88 3.49 -0.006
H -0.42 -2.01 3.27 0.019
H 0.15 2.21 3.99 0.002
H -1.47 1.47 3.90 0.002
H -0.43 1.15 5.29 -0.001
```

The value obtained for the max |F| is 0.0953 hartree/bohr. The total charge is +1. The expectation value of S² is 6.0231. Its spin multiplicity is 5. The calculation puts the gap between HOMO and LUMO (alpha / beta) at 6.36 / 6.71 eV. The value obtained for the HOMO energy (alpha / beta) is -9.101 / -10.978 eV. For the LUMO energy (alpha / beta), the calculation gives -2.74 / -4.27 eV.